Entry from OMol25: 15 unconnected molecules or ions with the total composition C60H165N15O15 in a non-equilibrium geometry (ωB97M-V with the def2-TZVPD basis set).

```
255
Properties=species:S:1:pos:R:3:mulliken_charge:R:1
C -3.95 -0.27 -5.16 -1.988
C -4.18 1.22 -5.16 0.313
C -4.06 1.86 -3.72 0.497
O -5.11 1.42 -2.84 -0.521
C -5.27 2.35 -1.75 -0.789
N -3.12 1.69 -5.96 -0.507
H -2.96 -0.50 -4.78 0.232
H -4.02 -0.69 -6.16 0.456
H -4.61 -0.88 -4.54 0.336
H -5.16 1.34 -5.61 0.392
H -4.21 2.94 -3.83 0.320
H -3.08 1.82 -3.25 -0.269
H -6.11 1.93 -1.21 0.325
H -5.56 3.37 -2.00 0.409
H -4.41 2.30 -1.07 0.213
H -2.24 1.42 -5.55 -0.020
H -3.24 1.09 -6.77 0.266
C 0.41 -9.35 6.38 -1.369
C 1.43 -9.39 5.28 0.807
C 2.30 -8.14 5.04 -0.902
O 1.45 -7.12 4.57 -0.355
C 2.10 -5.86 4.51 -0.823
N 2.26 -10.58 5.43 -0.821
H 0.05 -10.36 6.54 0.400
H -0.36 -8.64 6.07 0.288
H 0.91 -8.82 7.19 0.311
H 0.91 -9.58 4.34 0.118
H 3.16 -8.29 4.39 0.341
H 2.77 -7.91 6.00 0.437
H 1.45 -5.02 4.25 0.171
H 2.81 -5.86 3.68 0.367
H 2.60 -5.52 5.41 0.438
H 2.88 -10.42 6.21 0.259
H 2.97 -10.63 4.72 0.255
C 6.84 -4.75 -1.73 -1.779
C 5.92 -3.63 -1.47 0.686
C 4.35 -3.94 -1.59 -0.638
O 3.66 -2.82 -2.13 -0.044
C 2.22 -2.95 -2.32 -0.060
N 6.21 -3.11 -0.14 -0.507
H 6.61 -5.10 -2.74 0.447
H 6.79 -5.68 -1.16 0.316
H 7.85 -4.35 -1.86 0.448
H 6.23 -2.81 -2.12 0.168
H 3.87 -4.27 -0.67 0.168
H 4.24 -4.84 -2.21 0.362
H 1.94 -3.84 -2.89 0.526
H 1.90 -2.01 -2.78 -0.548
H 1.83 -3.03 -1.31 0.194
H 5.77 -2.21 -0.13 -0.008
H 7.19 -2.88 -0.02 0.277
C -5.88 -1.36 -0.22 -1.586
C -4.35 -1.38 -0.02 0.699
C -3.84 -2.73 0.56 0.625
O -4.52 -3.10 1.79 -0.489
C -4.15 -4.41 2.15 -0.532
N -3.72 -1.17 -1.24 0.423
H -6.24 -0.47 -0.74 0.281
H -6.45 -1.40 0.71 0.378
H -6.20 -2.22 -0.81 0.296
H -4.12 -0.55 0.64 -0.300
H -2.78 -2.64 0.81 0.390
H -3.89 -3.55 -0.15 -0.402
H -4.15 -5.24 1.44 0.141
H -4.87 -4.72 2.91 0.392
H -3.19 -4.38 2.67 0.190
H -4.07 -1.87 -1.87 -0.692
H -4.11 -0.33 -1.66 -0.313
C -0.09 2.47 -4.55 -1.688
C 0.80 1.47 -5.18 0.362
C 2.15 1.17 -4.45 -0.108
O 2.88 0.29 -5.25 -0.465
C 4.21 -0.01 -4.82 0.106
N -0.01 0.32 -5.01 -0.318
H 0.59 3.30 -4.37 0.562
H -0.56 2.41 -3.57 0.115
H -0.90 2.72 -5.24 0.353
H 1.00 1.54 -6.25 0.596
H 1.99 0.71 -3.48 -0.053
H 2.75 2.08 -4.31 0.368
H 4.15 -0.84 -4.12 -0.038
H 4.70 0.89 -4.45 -0.153
H 4.79 -0.41 -5.65 0.267
H -0.30 0.22 -4.05 -0.211
H 0.59 -0.46 -5.22 0.248
C -1.86 0.36 5.27 -1.228
C -2.75 -0.37 4.33 0.178
C -3.44 0.49 3.26 0.680
O -4.00 1.66 3.82 -0.479
C -4.43 2.63 2.85 -0.456
N -1.98 -1.49 3.69 -0.654
H -0.94 0.68 4.77 -0.134
H -1.56 -0.36 6.04 0.514
H -2.31 1.21 5.79 0.332
H -3.53 -0.87 4.90 0.470
H -4.24 -0.12 2.84 0.604
H -2.71 0.70 2.48 -0.907
H -3.64 2.83 2.13 -0.027
H -4.60 3.59 3.34 0.356
H -5.36 2.39 2.33 0.277
H -2.56 -2.09 3.13 0.221
H -1.35 -1.10 3.01 0.029
C -0.16 3.23 3.02 0.106
C 0.36 4.26 4.04 0.198
C 1.37 3.77 5.05 -0.561
O 0.81 2.61 5.67 -0.285
C 1.68 1.79 6.42 -0.187
N 0.76 5.37 3.27 -0.449
H -0.79 3.65 2.23 0.032
H -0.72 2.45 3.53 -0.089
H 0.66 2.67 2.57 -0.392
H -0.50 4.64 4.58 0.393
H 1.65 4.55 5.76 0.398
H 2.24 3.39 4.51 -0.053
H 1.14 0.87 6.67 0.326
H 1.99 2.39 7.28 0.358
H 2.57 1.54 5.85 -0.272
H 0.10 5.54 2.52 -0.131
H 0.71 6.23 3.80 0.311
C -1.28 1.85 -0.27 1.267
C -0.62 0.52 -0.63 1.251
C -0.73 -0.55 0.45 -0.176
O -0.34 -0.03 1.72 1.137
C 1.09 -0.03 1.94 -0.636
N -1.13 -0.06 -1.86 2.259
H -0.60 2.67 -0.06 -1.334
H -2.01 1.71 0.52 -0.836
H -1.80 2.31 -1.12 -0.034
H 0.42 0.79 -0.82 0.141
H -0.17 -1.45 0.22 0.854
H -1.78 -0.83 0.54 -1.251
H 1.50 -1.04 1.96 0.412
H 1.36 0.47 2.87 -0.156
H 1.62 0.48 1.14 -0.150
H -0.62 -0.92 -1.97 -0.631
H -2.02 -0.42 -1.56 -0.860
C -3.33 5.48 -5.28 -0.462
C -4.77 5.39 -5.69 0.694
C -5.59 6.69 -6.02 -0.898
O -5.59 7.53 -4.93 -0.244
C -6.55 8.59 -5.06 -0.765
N -4.85 4.35 -6.71 -0.720
H -3.36 5.78 -4.23 0.242
H -2.76 6.09 -5.98 0.460
H -2.91 4.48 -5.22 -0.272
H -5.31 4.94 -4.86 0.066
H -6.61 6.41 -6.31 0.426
H -5.05 7.19 -6.83 0.327
H -7.49 8.27 -5.52 0.328
H -6.18 9.48 -5.58 0.274
H -6.80 8.88 -4.04 0.241
H -4.27 3.61 -6.37 0.111
H -4.41 4.66 -7.56 0.276
C 4.70 1.78 3.26 -0.696
C 5.73 0.99 2.51 0.868
C 5.40 1.02 0.96 -0.795
O 4.23 0.30 0.60 0.433
C 3.91 0.27 -0.74 -0.412
N 7.01 1.49 2.83 -0.790
H 5.02 2.01 4.27 0.579
H 3.71 1.32 3.23 -0.523
H 4.61 2.73 2.72 0.337
H 5.66 -0.04 2.87 -0.109
H 6.22 0.53 0.42 0.348
H 5.42 2.05 0.59 0.074
H 3.63 1.29 -1.00 -0.274
H 3.09 -0.42 -0.94 -0.378
H 4.80 -0.02 -1.31 0.628
H 7.09 1.59 3.83 0.319
H 7.06 2.45 2.52 0.304
C 1.76 -1.99 5.95 -0.720
C 3.24 -2.25 6.07 0.321
C 4.02 -2.27 4.68 -0.002
O 3.29 -3.03 3.71 0.239
C 3.86 -3.08 2.37 -0.514
N 3.74 -1.19 6.93 -0.704
H 1.40 -2.29 6.94 0.437
H 1.30 -2.70 5.26 0.159
H 1.41 -1.02 5.60 -0.188
H 3.42 -3.16 6.65 0.219
H 5.00 -2.73 4.85 0.374
H 4.07 -1.23 4.36 -0.485
H 3.64 -2.14 1.85 0.043
H 3.33 -3.92 1.92 -0.179
H 4.94 -3.23 2.26 0.528
H 4.75 -1.23 6.92 0.267
H 3.45 -0.33 6.49 0.133
C 0.50 -5.40 0.83 -0.649
C -0.54 -6.38 1.25 1.252
C -1.59 -6.73 0.19 -1.375
O -2.37 -5.59 -0.25 0.237
C -3.23 -6.01 -1.27 -0.793
N 0.10 -7.58 1.84 -0.815
H 0.10 -4.42 0.56 -0.123
H 0.95 -5.78 -0.10 0.347
H 1.23 -5.13 1.59 -0.183
H -1.01 -5.94 2.13 0.180
H -2.27 -7.54 0.43 0.364
H -1.10 -7.20 -0.66 0.424
H -3.80 -5.15 -1.61 -0.182
H -3.91 -6.82 -1.00 0.407
H -2.65 -6.40 -2.11 0.387
H -0.61 -8.21 2.17 0.325
H 0.52 -7.25 2.70 0.186
C -0.28 9.34 -1.25 -1.605
C 0.24 8.18 -0.37 0.574
C -0.73 7.02 -0.19 0.720
O -1.86 7.39 0.65 -0.466
C -2.67 6.32 0.93 -0.548
N 1.50 7.75 -0.96 -0.674
H -0.19 9.19 -2.32 0.374
H 0.19 10.28 -0.99 0.380
H -1.37 9.47 -1.21 0.344
H 0.61 8.63 0.55 0.348
H -0.25 6.16 0.27 -0.763
H -1.11 6.65 -1.15 0.290
H -3.00 5.73 0.08 0.261
H -3.63 6.70 1.29 0.392
H -2.29 5.58 1.64 0.143
H 2.17 8.51 -1.00 0.258
H 1.97 7.05 -0.41 0.122
C 1.55 4.16 -0.25 -0.067
C 3.00 4.59 0.17 1.658
C 3.99 4.83 -1.04 -1.453
O 4.09 3.64 -1.81 0.199
C 5.21 3.75 -2.79 -0.935
N 2.84 5.78 1.00 -0.472
H 1.48 3.11 -0.55 0.156
H 1.22 4.69 -1.14 0.456
H 0.85 4.22 0.59 -0.713
H 3.52 3.81 0.72 -1.001
H 4.92 5.20 -0.60 0.514
H 3.58 5.68 -1.58 0.457
H 5.10 4.68 -3.36 0.365
H 5.29 2.96 -3.53 0.071
H 6.14 3.69 -2.22 0.347
H 2.41 5.44 1.85 0.187
H 3.67 6.27 1.28 0.253
C -0.08 -3.16 -4.87 -1.681
C -1.20 -2.90 -3.86 3.686
C -2.55 -3.59 -4.23 -1.902
O -3.51 -3.26 -3.19 0.821
C -4.84 -3.60 -3.57 -1.235
N -0.70 -3.35 -2.58 0.489
H 0.73 -2.44 -4.71 0.124
H -0.43 -3.03 -5.89 0.492
H 0.18 -4.21 -4.73 0.389
H -1.39 -1.83 -3.81 -2.456
H -2.42 -4.66 -4.39 0.415
H -3.00 -3.15 -5.13 0.421
H -4.76 -4.67 -3.74 0.406
H -5.02 -3.06 -4.50 0.511
H -5.49 -3.41 -2.72 0.094
H -0.61 -4.35 -2.59 0.366
H -1.46 -3.20 -1.93 -0.796
```

As for the LUMO energy: 0.51 eV. As for the orbital gap: 9.11 eV. The spin multiplicity is 1. The calculation puts the HOMO energy at -8.6 eV. The value obtained for the energy above the lowest of the compared OMol25 structures with the same formula, charge and spin is 5.961 eV. The value obtained for the strongest force on any atom is 0.0701 hartree/bohr.